The following is a DFT calculation (wB97M-V/def2-TZVPD) of a molecular structure, C8H12N2OsP.

Results
* HOMO-LUMO gap (alpha / beta): 6.284 / 7.750 eV
* charge: +1
* spin multiplicity: 5
* maximum force: 9.41 eV Å⁻¹
* energy: -23211.1545 eV

Last column: Löwdin charge in e.
Positions of all 24 atoms, in Å:
1 C 0.9244 0.9199 -2.0014  -0.36
2 C 0.2200 0.4185 -3.0905  -0.24
3 C -0.1814 -0.8976 -3.0865  -0.18
4 C -0.1137 -1.6780 -1.9280  -0.47
5 C 0.9146 -1.5062 -0.9547  -0.21
6 Os -0.2549 -0.0606 -0.8941  1.35
7 P 0.0613 2.1480 0.0608  0.75
8 H 1.5273 1.8247 -2.0296  0.05
9 H -0.0305 1.0139 -3.9792  0.13
10 H -0.7818 -1.2908 -3.9045  0.12
11 H 1.5609 -2.1881 -0.3710  0.08
12 H -0.6904 -2.6118 -1.9633  0.13
13 H -0.9719 2.7898 0.7858  -0.05
14 H 0.3375 3.2228 -0.7671  -0.07
15 H 1.2018 2.3649 0.8743  -0.04
16 N -0.1427 -0.1156 3.4189  0.10
17 C -0.7030 -1.3228 3.0658  -0.03
18 C -0.9283 -1.2528 1.7199  -0.12
19 N -0.5086 -0.0338 1.2641  -0.21
20 C -0.0032 0.6293 2.3159  -0.23
21 H 0.1397 0.1831 4.3273  0.17
22 H -0.9047 -2.1310 3.7291  0.12
23 H -1.1939 -1.9812 0.9925  0.10
24 H 0.5212 1.5557 2.4156  0.08



The following is a DFT calculation (wB97M-V/def2-TZVPD) of a single C8H12N2S molecule.

Results
* HOMO-LUMO gap (alpha / beta): 7.031 / 6.988 eV
* maximum force: 6.05 eV Å⁻¹
* energy: -22297.2412 eV

Last column: Löwdin charge in e.
Positions of all 23 atoms, in Å:
1 C 1.0275 -1.3507 -0.2262  0.00
2 C 1.4857 1.0056 -0.3799  0.17
3 C 2.2765 -1.8859 -0.3705  -0.10
4 C 0.6153 0.0891 -0.1330  -0.36
5 C 4.4674 -2.1741 -0.2145  0.00
6 C -2.6920 1.9322 0.5588  -0.15
7 C -0.7802 0.3624 0.3989  -0.26
8 C -1.3745 1.6026 -0.0965  -0.73
9 N 3.6936 -0.0340 -0.7236  0.14
10 N 3.5126 -1.2665 -0.4346  -0.38
11 S -1.5999 1.5142 -1.9387  0.75
12 H 0.0935 -1.8683 -0.3474  0.10
13 H 1.5948 2.0882 -0.6496  0.10
14 H 2.2130 -2.9681 -0.7070  0.14
15 H 5.4509 -1.9518 -0.5345  0.06
16 H 4.2410 -3.1258 0.0488  0.02
17 H -2.5390 2.3527 1.5117  0.05
18 H -3.5331 1.1045 0.6069  0.13
19 H -3.2634 2.8603 0.1239  0.11
20 H -1.4062 -0.4581 0.2311  0.09
21 H -0.7007 0.3859 1.5851  0.18
22 H -0.5426 2.3235 0.1183  0.11
23 H -0.3176 1.2417 -2.2312  -0.15



The following is a DFT calculation (wB97M-V/def2-TZVPD) of a gas-phase ion, C8H12N3 (charge +1).

Results
* HOMO-LUMO gap: 8.490 eV
* charge: +1
* maximum force: 4.37 eV Å⁻¹
* energy: -12953.0730 eV

Last column: Löwdin charge in e.
Positions of all 23 atoms, in Å:
1 C -4.9811 0.0379 0.3819  -0.07
2 C -3.6621 -0.1565 -0.2795  -0.09
3 C -2.6262 0.6136 0.1003  -0.05
4 C -1.3287 0.1122 -0.3699  -0.10
5 N -0.2162 0.5855 0.0078  0.15
6 C 1.0915 0.4546 -0.1388  -0.27
7 N 1.8320 -0.5747 0.2358  0.21
8 C 3.1868 -0.2827 0.1507  -0.29
9 C 4.1981 -1.3065 0.1168  -0.01
10 C 3.2525 1.0452 -0.1549  -0.01
11 N 1.9596 1.5571 -0.2089  0.17
12 H -5.2083 -0.7322 1.0748  0.08
13 H -5.0372 0.8564 1.0766  0.08
14 H -5.6884 -0.0167 -0.4415  0.09
15 H -3.6963 -0.9693 -0.9982  0.13
16 H -2.4872 1.3494 0.8165  0.10
17 H -1.4690 -0.5650 -1.2217  0.13
18 H 1.5765 -1.3646 0.6880  0.14
19 H 4.1026 -2.0864 0.8870  0.10
20 H 4.0281 -1.7536 -0.9006  0.12
21 H 5.1459 -0.8188 0.1226  0.09
22 H 4.1760 1.5376 -0.4254  0.14
23 H 1.8512 2.4774 -0.5192  0.15



The following is a DFT calculation (wB97M-V/def2-TZVPD) of 2 unconnected molecules or ions with the total composition C8H12N3O.

Results
* HOMO-LUMO gap: 10.416 eV
* charge: +1
* maximum force: 6.77 eV Å⁻¹
* energy: -14995.4747 eV

Last column: Löwdin charge in e.
Positions of all 24 atoms, in Å:
1 C 1.1421 -0.0798 0.4691  -0.21
2 C 3.2087 -0.0135 0.4411  -0.35
3 C -2.5809 0.5864 -1.4161  -0.04
4 C -1.5402 -1.6888 -0.2513  0.04
5 C -2.9728 0.8041 0.0421  -0.05
6 C -1.5079 -0.5734 -1.2839  -0.12
7 C -0.9553 -0.3851 0.0918  -0.13
8 C 4.6515 -0.3342 0.4041  0.00
9 N 2.0830 -0.6666 -0.1938  0.18
10 N 2.7971 0.8607 1.3057  0.12
11 N -1.6163 0.7995 0.7244  0.10
12 O 1.4381 0.8098 1.3325  0.02
13 H -3.3208 0.2393 -2.0887  0.12
14 H -2.1025 1.3705 -1.8362  0.09
15 H -2.3515 -1.9650 0.2932  0.10
16 H -0.8286 -2.3436 -0.4917  0.09
17 H -3.3805 1.7008 0.4447  0.13
18 H -3.3948 0.0188 0.6484  0.13
19 H -1.0210 -0.5316 -2.1902  0.13
20 H 4.6961 -1.3882 0.5087  0.08
21 H 5.0529 0.2823 -0.4005  0.10
22 H 5.1857 0.1269 1.2386  0.09
23 H -1.2117 1.6811 0.4742  0.17
24 H -1.4704 0.6896 1.7338  0.20



The following is a DFT calculation (wB97M-V/def2-TZVPD) of 2 unconnected molecules or ions with the total composition C8H12N3O3.

Results
* HOMO-LUMO gap (alpha / beta): 8.389 / 8.388 eV
* charge: +1
* maximum force: 4.70 eV Å⁻¹
* energy: -19093.8001 eV

Last column: Löwdin charge in e.
Positions of all 26 atoms, in Å:
1 C 1.1519 0.1413 0.8381  -0.31
2 C -0.8352 0.5666 -0.5273  -0.35
3 C 4.0094 -0.2516 -1.4502  -0.43
4 C -1.9598 -1.0112 1.8149  -0.22
5 C -1.8254 -1.5296 0.3563  -0.10
6 C -0.8249 -1.3978 2.5701  0.19
7 C -0.5218 -0.9641 -0.1882  -0.29
8 C -0.0970 1.1081 -1.7179  -0.03
9 N 1.7936 1.1456 0.7249  0.14
10 N 0.4187 -0.9182 0.8214  0.05
11 N 0.6793 2.3969 -1.3354  0.20
12 O 2.9070 0.0664 -1.5993  0.16
13 O -1.6047 1.2150 0.1016  0.15
14 O 5.0931 -0.5061 -1.3990  0.29
15 H -2.1916 0.0528 1.8724  0.12
16 H -2.8308 -1.3545 2.2604  0.13
17 H -1.9084 -2.6313 0.3594  0.14
18 H -2.5937 -1.1553 -0.2536  0.10
19 H -0.5050 -0.8021 3.5204  0.16
20 H -0.4786 -2.3717 2.4424  0.08
21 H -0.1113 -1.6208 -1.1228  0.21
22 H -0.8736 1.3604 -2.3858  0.14
23 H 0.6074 0.4173 -2.0061  0.07
24 H 1.2570 2.8834 -2.0597  0.19
25 H 1.2722 2.0994 -0.4812  0.07
26 H -0.0277 3.0612 -1.1558  0.13



The following is a DFT calculation (wB97M-V/def2-TZVPD) of a single C8H12N4S molecule.

Results
* HOMO-LUMO gap (alpha / beta): 7.995 / 7.996 eV
* maximum force: 3.94 eV Å⁻¹
* energy: -25280.5650 eV

Last column: Löwdin charge in e.
Positions of all 25 atoms, in Å:
1 C 1.9745 0.9003 0.6467  -0.17
2 C -2.8237 0.0089 -0.3526  -0.24
3 C 2.0676 0.4336 -1.7113  -0.06
4 C 1.9469 -1.4119 -0.0825  -0.03
5 C -2.2946 -2.0160 1.0804  -0.02
6 C -1.2936 2.4095 1.0552  -0.35
7 C 1.4945 -0.0365 -0.4231  -0.63
8 C -1.8590 -0.7758 0.3359  -0.36
9 N 2.2090 1.5223 1.6083  0.17
10 N -3.6332 0.7142 -0.8099  0.15
11 N 0.0932 0.1762 -0.5050  -0.18
12 N -0.6132 -0.7002 0.0655  0.02
13 S -0.7470 2.1618 -0.4757  1.00
14 H 1.8455 -0.1221 -2.6524  0.11
15 H 1.8405 1.5127 -1.9191  0.09
16 H 3.1651 0.3480 -1.7682  0.10
17 H 2.9994 -1.3460 -0.0021  0.08
18 H 1.6664 -2.1413 -0.8526  0.11
19 H 1.6720 -1.7094 0.8909  0.08
20 H -2.7952 -1.7789 1.9819  0.07
21 H -1.4780 -2.6165 1.0750  0.04
22 H -2.9486 -2.5848 0.3881  0.09
23 H -0.6052 2.3401 1.9028  0.03
24 H -2.3537 2.1092 0.8898  -0.01
25 H 0.4705 2.6026 -0.3660  -0.08



The following is a DFT calculation (wB97M-V/def2-TZVPD) of 2 unconnected molecules or ions with the total composition C8H12NO3P.

Results
* HOMO-LUMO gap (alpha / beta): 6.703 / 7.019 eV
* maximum force: 4.64 eV Å⁻¹
* energy: -25406.0369 eV

Last column: Löwdin charge in e.
Positions of all 25 atoms, in Å:
1 C 0.1997 3.5082 0.3952  -0.35
2 C 2.1115 0.0223 1.0657  -0.19
3 C -0.1610 0.8252 0.5087  -0.36
4 C -2.0716 -0.5652 0.2368  -0.59
5 C 2.7181 -0.2307 -1.1886  -0.05
6 C 1.4430 -2.0946 -0.1844  -0.04
7 C -4.3782 -0.2523 0.0515  -0.07
8 C 2.4793 -0.9523 0.1294  -0.38
9 N -0.9093 -0.1257 0.8365  0.09
10 O 2.6487 0.6552 1.8926  0.16
11 O -2.1336 -1.5688 -0.4045  0.11
12 O -3.1339 0.2560 0.5056  -0.04
13 P -0.0786 2.1810 -0.6158  0.86
14 H 0.0346 4.5832 0.1676  0.00
15 H -0.1077 3.2685 1.4010  -0.02
16 H 2.7135 -0.8720 -2.0197  0.07
17 H 2.1857 0.7083 -1.2842  0.03
18 H 3.7309 0.1992 -0.9916  0.11
19 H 0.7841 -2.2489 0.6509  0.07
20 H 0.8107 -1.7263 -0.9770  0.07
21 H 1.9808 -2.9205 -0.5894  0.08
22 H -5.2380 -0.3645 0.8253  0.11
23 H -4.1003 -1.2301 -0.2705  0.06
24 H -4.8785 0.4243 -0.7229  0.11
25 H 3.3499 -1.4795 0.5820  0.16



The following is a DFT calculation (wB97M-V/def2-TZVPD) of 3 unconnected molecules or ions with the total composition C8H12NOPS.

Results
* HOMO-LUMO gap (alpha / beta): 6.330 / 6.394 eV
* maximum force: 6.09 eV Å⁻¹
* energy: -32147.9467 eV

Last column: Löwdin charge in e.
Positions of all 24 atoms, in Å:
1 C -2.5101 0.0901 1.7695  -0.01
2 C -0.6748 -1.5225 1.9894  -0.06
3 C -3.0021 -0.3873 2.9750  -0.11
4 C -1.0198 -1.7782 3.2726  -0.15
5 C -1.3719 -0.5593 1.1029  -0.28
6 C -2.3088 -1.3527 3.7490  -0.77
7 C -1.6794 1.4103 -1.1041  0.05
8 C -0.8287 -0.2009 -0.1156  -0.23
9 N 2.5118 -0.4908 0.3059  0.04
10 O 1.0045 -0.1872 -2.0665  -0.44
11 P 0.1799 -1.2895 -1.1158  0.81
12 S -2.8055 -1.9984 5.2514  0.64
13 H -3.1845 0.6081 1.1260  0.09
14 H 0.1995 -1.9476 1.5465  0.06
15 H -3.8681 0.0651 3.6104  0.14
16 H -0.4446 -2.6123 3.7879  0.12
17 H -1.6209 2.2461 -0.4157  0.03
18 H -1.1304 1.4060 -2.0350  0.01
19 H -2.6667 1.0766 -1.2356  0.00
20 H 2.1389 -0.8937 1.0841  -0.03
21 H 2.4588 0.4360 0.3086  -0.03
22 H 3.4625 -0.8860 0.0367  0.10
23 H 1.9462 -0.0679 -1.6907  0.05
24 H -0.7057 -1.5382 -2.1939  -0.04



The following is a DFT calculation (wB97M-V/def2-TZVPD) of a molecular structure, C8H12O.

Results
* HOMO-LUMO gap: 9.282 eV
* maximum force: 7.68 eV Å⁻¹
* energy: -10530.2076 eV

Last column: Löwdin charge in e.
Positions of all 21 atoms, in Å:
1 C 1.1280 -1.3226 1.1801  -0.08
2 C -0.0731 -0.4163 0.9438  -0.50
3 C -1.4657 -0.4908 1.7528  -0.05
4 C -0.3073 -0.4102 -0.4379  -0.27
5 C 0.6541 -0.1367 -1.6809  -0.08
6 C -0.9648 0.9401 -1.0365  -0.22
7 C 0.2653 1.9442 -1.0141  -0.05
8 C 1.3902 1.3720 -1.6708  0.05
9 H 1.5251 -1.0796 2.1985  0.08
10 H 2.0366 -0.9627 0.6361  0.09
11 H 0.8311 -2.4532 0.9885  0.12
12 H 0.1798 0.4674 1.5885  0.13
13 H -2.3654 -0.0521 1.1345  0.09
14 H -1.0890 -0.1056 2.7595  0.08
15 H -1.5414 -1.8459 1.8736  0.15
16 H -0.8478 -1.1352 -1.0526  0.16
17 H 1.1276 -0.9583 -2.2473  0.13
18 H -2.1372 1.1510 -0.9036  0.17
19 H 0.0285 2.9792 -0.6788  0.09
20 H 2.2499 1.9625 -1.9123  0.07
21 O -0.6243 0.5528 -2.4211  -0.17



The following is a DFT calculation (wB97M-V/def2-TZVPD) of 3 unconnected molecules or ions with the total composition C8H12O11S.

Results
* HOMO-LUMO gap: 10.212 eV
* maximum force: 0.82 eV Å⁻¹
* energy: -41847.5868 eV

Last column: Löwdin charge in e.
Positions of all 32 atoms, in Å:
1 C -0.9029 1.9901 3.5019  -0.09
2 S -1.7552 1.6157 1.9939  0.61
3 O -1.7438 2.7661 1.1475  -0.26
4 O -2.9790 0.9822 2.3328  -0.24
5 O -0.8439 0.5030 1.2541  -0.11
6 C 0.5139 0.3618 1.5016  -0.61
7 O 0.9362 -0.5225 2.1529  0.21
8 O 1.2553 1.2695 0.8230  0.13
9 H -1.1364 3.0409 3.6765  0.08
10 H 0.1789 1.8687 3.4568  0.07
11 H -1.3283 1.3611 4.2804  0.09
12 H 1.1613 2.1630 1.1755  0.13
13 O -0.6852 -6.3414 -0.3078  0.16
14 C -0.4801 -5.1740 -0.2169  -0.58
15 O -1.3216 -4.2067 -0.6490  0.06
16 C -0.8527 -2.9422 -0.1670  -0.11
17 C 0.6214 -3.2172 0.0616  -0.11
18 O 0.6259 -4.6252 0.3351  0.06
19 H -1.0395 -2.1704 -0.9077  0.13
20 H -1.3809 -2.7051 0.7592  0.13
21 H 1.2118 -3.0275 -0.8335  0.13
22 H 1.0447 -2.6776 0.9031  0.11
23 O 1.1190 -0.6939 -2.4926  0.16
24 C 1.0157 0.4889 -2.5628  -0.57
25 O -0.0526 1.1893 -2.1222  0.05
26 C 0.2813 2.5787 -2.1401  -0.11
27 C 1.3869 2.6330 -3.1794  -0.10
28 O 1.9443 1.3163 -3.0861  0.07
29 H -0.5946 3.1719 -2.3845  0.14
30 H 0.6397 2.8519 -1.1469  0.11
31 H 1.0038 2.7821 -4.1897  0.13
32 H 2.1568 3.3696 -2.9698  0.13



The following is a DFT calculation (wB97M-V/def2-TZVPD) of a molecular structure, C8H12O2.

Results
* HOMO-LUMO gap: 9.742 eV
* maximum force: 11.77 eV Å⁻¹
* energy: -12578.9328 eV

Last column: Löwdin charge in e.
Positions of all 22 atoms, in Å:
1 C -1.7008 2.2560 2.0904  -0.12
2 C -0.4150 1.7646 1.4228  -0.23
3 C -0.8927 0.4844 0.6377  0.01
4 C -0.3402 -0.3541 -0.1947  -0.19
5 C 1.1444 -0.2615 -0.5572  -0.09
6 C 2.0260 0.5604 -0.3369  -0.24
7 C 3.3978 0.6269 -0.8844  -0.14
8 C -0.9971 -1.4992 -0.7216  -0.57
9 H -1.2758 3.2958 2.6407  0.15
10 H -1.9692 1.7015 2.9645  0.08
11 H -2.3834 2.4333 1.4740  -0.02
12 H 0.3263 2.4796 0.6205  0.18
13 H 0.2140 1.7196 2.1743  0.03
14 H -2.0675 0.4968 1.0811  0.18
15 H 1.2040 -1.1545 -1.6575  0.23
16 H 1.8857 1.4120 0.5926  0.16
17 H 4.1984 0.3246 -0.2019  0.06
18 H 3.7487 -0.2247 -1.6697  0.12
19 H 3.8362 1.6266 -1.1885  0.09
20 H 0.3804 -2.7221 -0.4967  0.14
21 O -0.4501 -2.6271 -1.0274  0.12
22 O -2.2289 -1.4796 -0.8563  0.08



The following is a DFT calculation (wB97M-V/def2-TZVPD) of 2 unconnected molecules or ions with the total composition C8H12O2.

Results
* HOMO-LUMO gap: 9.190 eV
* maximum force: 3.75 eV Å⁻¹
* energy: -12583.4844 eV

Last column: Löwdin charge in e.
Positions of all 22 atoms, in Å:
1 C 1.5206 1.5841 -2.8521  -0.05
2 C 1.2484 0.6600 -1.6410  -0.30
3 C 1.9858 0.7917 -0.4699  -0.09
4 C 1.7183 0.0107 0.5892  -0.02
5 C 0.5724 -0.8541 0.5417  -0.29
6 O 0.2335 -1.3959 1.7857  0.03
7 C -0.2840 -0.8576 -0.5479  -0.03
8 C 0.0672 -0.0718 -1.6808  -0.05
9 H 1.7205 2.6229 -2.4147  0.10
10 H 0.7654 1.5270 -3.5992  0.05
11 H 2.4211 1.2484 -3.3037  0.06
12 H 2.8286 1.4446 -0.6935  0.12
13 H 2.4132 0.1333 1.4789  0.14
14 H -0.0016 -2.2655 1.6357  0.05
15 H -1.2783 -1.3357 -0.3310  0.12
16 H -0.5576 0.1060 -2.6483  0.14
17 C -2.9355 0.6790 1.7430  -0.13
18 O -2.6894 -0.6979 1.7475  -0.13
19 H -2.5587 0.9748 2.6780  0.05
20 H -3.9998 0.7230 1.6401  0.07
21 H -2.1922 1.1429 0.9797  0.12
22 H -3.2724 -1.2234 2.2193  0.04